# 1
The following is a DFT calculation (wB97M-V/def2-TZVPD) of C50H40N2NbO6 as an isolated structure in a non-equilibrium geometry.

The total energy comes out at -69307.21553 eV. The LUMO energy is 0.00655 Ha. The charge is -1. For the energy above the lowest of the compared OMol25 structures with the same formula, charge and spin, the calculation gives 0.0 kJ/mol. Its spin multiplicity is 1. As for the HOMO-LUMO gap: 5.25 eV.

Positions of all 99 atoms, in Å:
N -5.11184 -0.09389 2.95286
C -4.63072 1.15577 2.23698
C -5.46717 1.36507 0.86252
C -6.35007 2.71293 0.83131
Nb -7.86374 2.92258 2.53548
C -9.30298 1.39667 1.64846
C -10.51853 0.94077 2.53887
C -11.47193 -0.14408 1.93414
C -11.13080 -0.65282 0.51877
N -10.06938 -0.23475 -0.33298
C -9.21287 0.74940 0.24178
H -5.12656 0.11852 3.96775
H -6.06637 -0.32618 2.63536
H -3.50796 0.98588 2.06459
H -4.74569 2.06666 2.91422
H -4.68172 1.41387 0.01309
H -6.18820 0.49168 0.65834
H -6.86092 2.82811 -0.19128
H -5.60966 3.59406 0.96510
H -8.68915 4.28978 1.67319
H -9.04594 3.14105 3.91315
H -7.09267 1.55492 3.50695
H -6.74713 4.09335 3.40194
H -10.66572 1.40103 3.57070
H -12.35183 -0.53579 2.54055
H -11.82194 -1.47405 0.10097
H -8.34000 1.10735 -0.41848
C -2.25025 -0.22088 -0.24684
C -1.35172 -0.36309 0.80781
C -0.06587 0.15495 0.70302
C 0.33092 0.80800 -0.46404
C -0.56170 0.92928 -1.53017
C -1.85704 0.42335 -1.41447
C -0.13908 1.57574 -2.79253
O -0.91853 1.68518 -3.72315
C 1.24752 2.07924 -2.91201
C 1.67800 2.63934 -4.11671
C 2.97548 3.12658 -4.23342
C 3.84469 3.06502 -3.14615
C 3.42145 2.50309 -1.94689
C 2.12422 2.00023 -1.83087
C 1.69549 1.37160 -0.56062
O 2.46112 1.31509 0.38969
H -3.25637 -0.61758 -0.15886
H -1.65572 -0.87703 1.71401
H 0.62678 0.04489 1.53072
H -2.55964 0.52656 -2.23502
H 1.00573 2.69355 -4.96732
H 3.30958 3.55679 -5.17221
H 4.85478 3.45177 -3.23540
H 4.10484 2.45363 -1.10490
C -1.23682 -7.00487 -2.11347
C -0.61451 -7.73125 -3.12647
C 0.28476 -7.10421 -3.98155
C 0.55581 -5.74375 -3.83349
C -0.08590 -5.01136 -2.83445
C -0.97466 -5.64753 -1.96686
C 0.15512 -3.55656 -2.69750
O -0.40199 -2.91684 -1.82292
C 1.07665 -2.89052 -3.64513
C 1.26887 -1.51118 -3.56450
C 2.14312 -0.87714 -4.44177
C 2.83468 -1.62057 -5.39596
C 2.64143 -2.99472 -5.48312
C 1.75421 -3.63112 -4.61363
C 1.52849 -5.08874 -4.73761
O 2.12991 -5.74019 -5.57534
H -1.93171 -7.49703 -1.44072
H -0.82938 -8.78801 -3.24805
H 0.77038 -7.67636 -4.76556
H -1.46660 -5.08573 -1.17936
H 0.73553 -0.92728 -2.82142
H 2.28695 0.19586 -4.38035
H 3.52205 -1.12694 -6.07552
H 3.17934 -3.56761 -6.23164
C 3.60822 0.30392 2.66056
C 3.50268 0.50578 4.03491
C 4.59636 0.97116 4.75748
C 5.80426 1.22492 4.10831
C 5.91698 0.99934 2.73507
C 4.81271 0.54914 2.01082
C 7.20672 1.21750 2.04199
O 7.30635 1.02473 0.84189
C 8.37765 1.66557 2.83050
C 9.61427 1.82033 2.20233
C 10.71628 2.25334 2.93178
C 10.58566 2.54221 4.28832
C 9.35686 2.38401 4.91893
C 8.25238 1.93591 4.19286
C 6.95679 1.73676 4.88203
O 6.84376 1.98568 6.07078
H 2.75418 -0.04943 2.09791
H 2.56579 0.30220 4.54344
H 4.50615 1.13140 5.82711
H 4.89003 0.38493 0.94143
H 9.72229 1.60008 1.14506
H 11.67814 2.36798 2.44225
H 11.44430 2.88700 4.85557
H 9.26227 2.60600 5.97704

Here are the Löwdin charges for atoms 1 to 8, given in e: -0.0794, -0.3119, -0.3058, -0.4587, 1.1137, -0.3518, -0.1193, -0.0816

# 2
The following is a DFT calculation (wB97M-V/def2-TZVPD) of the molecule CH2N2OS in a non-equilibrium geometry.

The total energy comes out at -16923.12311 eV. The LUMO energy (alpha / beta) is -0.00707 / -0.16260 Ha. For the energy above the lowest of the compared OMol25 structures with the same formula, charge and spin, the calculation gives 660.5 kJ/mol. Its spin multiplicity is 3. As for the HOMO-LUMO gap (alpha / beta): 5.75 / 7.12 eV.

Positions of all 7 atoms, in Å:
C 2.20204 -0.10002 0.04500
N 3.25463 0.35269 0.00984
N -0.56585 0.62465 0.42344
O 0.49155 -1.83682 0.41966
S 0.46188 -0.45206 -0.08003
H -0.75208 0.33148 1.45074
H 0.39554 -0.09973 -1.54726

Quick look at the natural (NBO) charges, all values in e: -0.1655, -0.3118, -0.5462, -0.8526, 1.4105, 0.3539, 0.1117

# 3
The following is a DFT calculation (wB97M-V/def2-TZVPD) of the molecule C4H11NO2 in a non-equilibrium geometry.

The total energy comes out at -9909.78809 eV. The LUMO energy is 0.02686 Ha. For the energy above the lowest of the compared OMol25 structures with the same formula, charge and spin, the calculation gives 236.8 kJ/mol. Its spin multiplicity is 1. As for the HOMO-LUMO gap: 9.23 eV. The SMILES is CNC(CO)CO.

Positions of all 18 atoms, in Å:
C 1.88636 0.97676 0.88255
N 1.00354 0.65968 -0.20986
C -0.17592 -0.13049 -0.09764
C -0.03100 -1.48795 -0.84738
O -0.71034 -2.70245 -0.55618
C -1.45798 0.66888 -0.40123
O -1.83301 1.40870 0.75101
H 1.83480 2.03227 1.16343
H 1.81878 0.37782 1.78755
H 2.92455 0.77936 0.58774
H 1.01322 1.34279 -0.94656
H -0.27845 -0.50112 0.93863
H -0.43512 -1.21539 -1.83971
H 1.02073 -1.70051 -1.01473
H -1.27027 -2.56265 0.21648
H -1.19911 1.35852 -1.19855
H -2.23406 -0.04905 -0.66540
H -1.87674 0.74483 1.44984

Here are the natural (NBO) charges for atoms 1 to 8, given in e: -0.4032, -0.6524, -0.0760, -0.0784, -0.7092, -0.0687, -0.7045, 0.1832

# 4
The following is a DFT calculation (wB97M-V/def2-TZVPD) of C33H25F12N3O6Pt as an isolated structure.

The total energy comes out at -87242.53407 eV. The LUMO energy (alpha / beta) is 0.15643 / 0.15641 Ha. The charge is -2. For the energy above the lowest of the compared OMol25 structures with the same formula, charge and spin, the calculation gives 0.0 kJ/mol. Its spin multiplicity is 3. As for the HOMO-LUMO gap (alpha / beta): 5.67 / 5.52 eV.

Positions of all 80 atoms, in Å:
Pt -0.51138 -0.08842 0.34002
C 3.21671 -3.60024 -4.13494
C 2.74439 -2.75834 -2.97365
C 3.23552 -1.47954 -2.74660
C 2.82404 -0.75579 -1.64326
C 1.91713 -1.27313 -0.70427
N 1.57592 -0.53508 0.42218
C 2.55833 -0.04793 1.23393
C 3.85623 -0.63168 1.17932
C 4.92132 -0.17553 1.92650
C 4.77431 0.89188 2.80476
C 5.92529 1.42163 3.62689
C 3.49853 1.42376 2.92251
C 2.38799 0.97758 2.20714
C 1.01645 1.65157 2.46035
O -0.08896 0.90670 2.24306
C 0.87375 2.08319 3.98199
F 1.53413 3.22347 4.34173
F 1.32271 1.11558 4.80681
F -0.40566 2.30266 4.30427
C 1.00580 2.96654 1.59730
F -0.15084 3.64897 1.73951
F 1.13714 2.67320 0.29761
F 2.00651 3.84281 1.88291
C 1.36270 -2.54268 -0.96265
C 1.80165 -3.25432 -2.07887
C 0.30806 -3.10434 0.02491
O -0.60726 -2.22845 0.49393
C -0.53914 -4.24066 -0.66111
F -1.61504 -4.55887 0.06528
F 0.13381 -5.41027 -0.86985
F -0.99200 -3.83836 -1.86534
C 1.08916 -3.77978 1.21219
F 1.61837 -2.87413 2.02880
F 0.28330 -4.56577 1.96061
F 2.10856 -4.57506 0.78532
H 3.94882 -3.05886 -4.73898
H 2.38932 -3.89071 -4.79047
H 3.68724 -4.52388 -3.78377
H 3.94568 -1.04193 -3.44702
H 3.21780 0.23843 -1.45533
H 4.00383 -1.48155 0.52567
H 5.88657 -0.67061 1.83323
H 6.88036 1.08864 3.21484
H 5.87731 1.07878 4.66764
H 5.92849 2.51523 3.64812
H 3.37177 2.24339 3.61947
H 1.41859 -4.25027 -2.26557
O -2.85401 0.22757 -3.57850
C -1.64980 0.20208 -3.50852
O -1.00132 -0.44870 -2.55546
C -0.74888 0.95784 -4.50090
N 0.62161 0.44578 -4.43638
C 0.83598 -0.50214 -5.54984
C -0.51318 -0.58995 -6.28694
C -1.21588 0.72593 -5.93514
H -0.78763 1.99761 -4.18379
H -0.04007 -0.34153 -2.72430
H 1.30056 1.18743 -4.42254
H 1.14382 -1.47279 -5.16593
H 1.62615 -0.14510 -6.21641
H -1.09696 -1.42672 -5.89760
H -0.38015 -0.73618 -7.35819
H -2.30147 0.66711 -5.98886
H -0.86840 1.53789 -6.58076
O -0.78018 2.56463 -2.03335
C -1.54019 2.56269 -1.07972
N -1.74562 1.56090 -0.16763
C -2.78000 1.90951 0.69591
O -3.27417 1.22170 1.55622
C -3.22600 3.30914 0.33992
C -4.15351 4.14997 0.91341
C -4.30449 5.42285 0.36197
C -3.54127 5.82096 -0.73315
C -2.60603 4.95482 -1.30195
C -2.47130 3.70403 -0.74257
H -4.73603 3.83066 1.77044
H -5.01700 6.11495 0.79564
H -3.67365 6.81565 -1.14302
H -1.98780 5.25117 -2.14238

Here are the Löwdin charges for atoms 1 to 8, given in e: 1.2838, -0.0759, -0.2984, -0.0711, -0.0335, -0.2763, -0.0694, -0.2180

Question: Which of these has the highest energy above the lowest of the compared OMol25 structures with the same formula, charge and spin?
Answer: CH2N2OS

Question: The highest energy above the lowest of the compared OMol25 structures with the same formula, charge and spin belongs to which entry?
Answer: CH2N2OS

Question: What is the formula in the third record?
Answer: C4H11NO2

Question: The highest energy above the lowest of the compared OMol25 structures with the same formula, charge and spin belongs to which entry?
Answer: CH2N2OS